#A
The ion C3H7NO3 with charge +1, computed with ωB97M-V/def2-TZVPD.

Each line ends with the natural charge from an NBO analysis.
Cartesian coordinates (Å):
O  -0.20755  0.94630  2.30819  -0.473
C  -0.44963  0.92514  1.15368  0.778
O  -0.76871  1.99217  0.38552  -0.686
C  -0.34095  -0.30859  0.21870  -0.247
C  1.13352  -0.57552  -0.10680  -0.071
O  1.20829  -1.80232  -0.77380  -0.698
N  -1.09174  -0.13418  -0.95436  -0.250
H  -0.65516  2.80340  0.91145  0.530
H  -0.78630  -1.11960  0.81988  0.330
H  1.72157  -0.48046  0.81190  0.226
H  1.46677  0.26201  -0.72324  0.198
H  1.80094  -1.72492  -1.53381  0.504
H  -0.93997  -0.87548  -1.65430  0.431
H  -2.09108  0.09205  -0.86302  0.429

Computed properties:
2S+1 = 2
net charge = +1



#B
The ion C3H7NO3 with charge +1, computed with ωB97M-V/def2-TZVPD.

Each line ends with the natural charge from an NBO analysis.
Cartesian coordinates (Å):
O  1.86577  0.86821  -1.47028  -0.451
C  1.32948  0.38569  -0.52698  0.760
O  1.97998  -0.53866  0.24971  -0.675
C  -0.06385  0.53382  0.03071  -0.216
C  -0.71194  -0.93078  0.25004  -0.064
O  -0.97812  -0.93441  1.66252  -0.704
N  -0.78704  1.12399  -1.15529  -0.261
H  2.88514  -0.19365  0.34262  0.522
H  -0.50246  0.99807  0.91215  0.347
H  -0.16126  -1.84581  0.04554  0.231
H  -1.66628  -1.03401  -0.28701  0.198
H  -0.89775  -1.87086  1.90150  0.498
H  -0.51686  2.11822  -1.03849  0.410
H  -1.77483  1.32019  -0.91675  0.404

Computed properties:
2S+1 = 2
net charge = +1



Relative energies, in kJ/mol, with the most stable structure set to zero: #A 0.0; #B 220.8.



#A
The molecule C5H7N3S, computed with ωB97M-V/def2-TZVPD.

Each line ends with the natural charge from an NBO analysis.
Cartesian coordinates (Å):
S  -2.58378  -1.03778  0.09906  0.194
N  -1.27070  0.05944  0.08911  -0.595
C  -1.23116  1.45917  0.11732  -0.189
C  0.56811  1.69387  0.20043  -0.177
N  0.92325  0.31488  0.19702  -0.230
N  2.16644  -0.27660  0.13468  -0.276
C  1.98276  -1.55025  -0.07867  -0.026
C  0.60481  -1.87101  -0.07900  -0.410
C  -0.02966  -0.62418  -0.00355  0.341
H  -2.31284  -1.52495  -1.20462  0.110
H  -1.68910  1.81686  1.07864  0.188
H  -1.83269  2.06102  -0.65000  0.203
H  0.82910  2.39571  -0.59931  0.207
H  0.96244  2.19284  1.08704  0.209
H  2.79453  -2.20556  -0.12617  0.209
H  0.11849  -2.90346  -0.26198  0.243

Computed properties:
SMILES string = SN1CCn2nccc21



#B
A cluster of 2 separate species, C5H7N3S in total, computed with ωB97M-V/def2-TZVPD.

Each line ends with the natural charge from an NBO analysis.
Cartesian coordinates (Å):
S  0.83194  0.54833  3.34390  -0.093
N  0.52545  0.16354  1.87518  -0.430
C  0.28936  -0.21135  0.79707  0.431
C  -0.41527  -0.47857  -0.37995  -0.335
C  -1.40926  0.50582  -0.97279  -0.390
C  -1.95713  -0.74477  -0.26536  -0.384
H  -0.01172  -1.00567  -1.22383  0.260
H  -1.48697  0.48348  -2.06385  0.219
H  -1.20318  1.55894  -0.52741  0.234
H  -2.30541  -0.53845  0.67743  0.225
H  -2.36504  -1.46529  -0.95228  0.229
N  2.07693  0.15572  -0.49342  -0.437
C  2.92169  0.64661  0.12499  0.476
N  4.03998  0.99566  0.72099  -0.847
H  4.85937  0.37678  0.67027  0.422
H  3.95254  1.52975  1.55974  0.422

Computed properties:
SMILES string = [S-][N+]#CC1CC1.N#CN



Relative energies, in kJ/mol, with the most stable structure set to zero: #A 0.0; #B 95.7.



#A
A structure of composition C5H7N2, computed with ωB97M-V/def2-TZVPD.

Each line ends with the natural charge from an NBO analysis.
Cartesian coordinates (Å):
C  -0.47637  -0.59895  -0.11306  -0.092
C  0.50589  -0.07593  0.93417  0.171
C  -1.67804  -0.24700  -0.07058  0.398
C  -3.03005  -0.06141  -0.19870  -0.781
C  2.79072  0.15276  -0.12244  -0.462
N  0.60146  -0.54156  -0.94254  -0.089
N  1.44866  -0.10104  0.00342  -0.092
H  0.44542  0.51937  1.79666  0.233
H  -3.36389  0.60441  0.64097  0.296
H  -3.66895  -0.97828  -0.14192  0.310
H  -3.24287  0.52589  -1.24539  0.326
H  3.02333  1.19031  -0.35141  0.258
H  3.45818  -0.03931  0.71801  0.267
H  3.18651  -0.34926  -0.90719  0.258

Computed properties:
net charge = +1



#B
A cluster of 2 separate species, C5H7N2 in total, computed with ωB97M-V/def2-TZVPD.

Each line ends with the natural charge from an NBO analysis.
Cartesian coordinates (Å):
C  -1.72623  -1.01646  0.03545  0.054
C  -0.55450  -1.67221  -0.10229  0.150
C  -2.86040  -0.55712  0.08910  0.135
C  2.92913  -1.08856  -0.24802  -0.394
C  3.35086  -0.07322  0.52593  -0.372
N  0.33394  -2.39859  -0.21970  -0.085
N  -4.21341  -0.06825  -0.00803  -0.719
H  3.62563  -1.66784  -0.80150  0.212
H  1.81778  -1.23975  -0.16698  0.186
H  4.30836  0.38895  0.51153  0.197
H  2.67951  0.40094  1.25900  0.175
H  -4.92356  -0.94731  0.07004  0.492
H  -4.63227  0.44772  -0.76778  0.485
H  -4.24044  0.40957  0.89782  0.483

Computed properties:
net charge = +1



#C
A cluster of 2 separate species, C5H7N2 in total, computed with ωB97M-V/def2-TZVPD.

Each line ends with the natural charge from an NBO analysis.
Cartesian coordinates (Å):
C  -0.05249  0.48158  1.73650  0.059
C  -1.29594  0.18822  1.23472  0.147
C  1.03177  0.70706  2.20762  0.126
C  -1.63474  -0.65022  -3.36103  -0.359
C  -0.81367  -1.21923  -2.50379  -0.396
N  -2.34701  -0.04940  0.84846  -0.080
N  2.27078  1.01180  2.77797  -0.698
H  -1.90675  -1.12965  -4.28478  0.202
H  -2.07864  0.31583  -3.18358  0.193
H  -0.36653  -2.18354  -2.68144  0.198
H  -0.56207  -0.74336  -1.56675  0.162
H  3.02812  0.90323  2.08144  0.481
H  2.45896  0.37897  3.57532  0.481
H  2.26819  1.98871  3.11935  0.481

Computed properties:
net charge = +1



Relative energies, in kJ/mol, with the most stable structure set to zero: #A 260.2; #B 118.2; #C 0.0.



#A
A structure of composition C5H7N2, computed with ωB97M-V/def2-TZVPD.

Each line ends with the natural charge from an NBO analysis.
Cartesian coordinates (Å):
C  0.56319  0.29025  -2.05329  0.805
C  -0.37986  0.54888  -0.20485  -0.065
C  0.62415  -0.85250  -0.44432  0.485
C  0.66111  -1.96317  0.52685  -0.709
C  -0.74405  1.82365  0.73566  -0.590
N  -0.18610  1.11148  -1.62761  -0.330
N  1.06976  -0.81671  -1.65980  -0.460
H  -1.28866  -0.01191  -0.35796  0.252
H  -0.05089  -1.76419  1.24927  0.259
H  1.56997  -1.83106  1.16691  0.301
H  0.53912  -2.91234  -0.02418  0.285
H  0.23433  2.41304  0.83581  0.248
H  -1.22567  1.56965  1.73436  0.266
H  -1.38639  2.39493  0.12316  0.253

Computed properties:
net charge = +1



#B
A cluster of 2 separate species, C5H7N2 in total, computed with ωB97M-V/def2-TZVPD.

Each line ends with the natural charge from an NBO analysis.
Cartesian coordinates (Å):
C  2.35740  0.47145  0.23651  -0.188
C  0.96974  0.89984  0.44566  -0.403
C  2.31593  -0.75920  -0.37456  0.020
C  0.36515  -0.06628  -0.14552  0.653
C  -2.83650  0.35356  0.43687  0.014
N  1.01226  -1.15981  -0.47807  -0.584
N  -2.39157  -0.18156  -0.56633  -0.575
H  3.22080  1.16880  0.39421  0.286
H  0.47863  1.72427  1.01287  0.301
H  3.18133  -1.17458  -0.65701  0.248
H  0.54653  -2.01472  -0.69858  0.471
H  -3.94351  0.56060  0.51959  0.193
H  -2.16082  0.71301  1.14172  0.168
H  -3.11537  -0.53537  -1.26734  0.395

Computed properties:
net charge = +1



Relative energies, in kJ/mol, with the most stable structure set to zero: #A 0.0; #B 46.7.



#A
The ion C5H7N2 with charge +1, computed with ωB97M-V/def2-TZVPD.

Each line ends with the natural charge from an NBO analysis.
Cartesian coordinates (Å):
N  -1.23300  -1.76899  0.76574  -0.739
C  -0.36232  -0.83516  0.19755  0.280
C  -1.11648  0.06802  -0.79909  -0.212
C  -0.13223  0.97469  -1.18781  -0.179
C  1.23267  1.00914  -0.93571  0.000
N  1.55852  0.42515  0.32723  -0.391
C  0.92772  -0.55173  1.03052  -0.083
H  -1.28860  -2.54029  1.41836  0.442
H  -2.13729  -1.73628  0.35925  0.387
H  -2.17816  0.04296  -1.06701  0.282
H  -0.47929  1.98750  -1.29745  0.255
H  2.00358  1.80404  -0.91344  0.244
H  2.53109  0.80556  0.39735  0.451
H  0.77877  -0.21049  2.04929  0.263

Computed properties:
net charge = +1
SMILES string = Nc1ccc[nH+]c1



#B
A structure of composition C5H7N2, computed with ωB97M-V/def2-TZVPD.

Each line ends with the natural charge from an NBO analysis.
Cartesian coordinates (Å):
C  -1.99596  0.54797  0.03067  0.749
C  -1.01158  -1.14539  0.06969  0.240
C  -0.03717  0.07837  0.08595  0.150
C  0.72849  0.18452  -1.24797  -0.633
C  0.80249  0.34113  1.30416  -0.598
N  -2.25360  -0.72211  0.01081  -0.393
N  -1.04423  1.29270  0.08982  -0.297
H  -0.66038  -2.09382  -0.13764  0.241
H  1.35429  1.04756  -1.17168  0.266
H  0.17753  0.40816  -2.25123  0.272
H  1.04899  -0.83687  -1.34946  0.247
H  1.15971  1.28348  1.49783  0.269
H  1.64551  -0.29729  1.03054  0.255
H  0.08590  -0.08841  2.03851  0.233

Computed properties:
net charge = +1



Relative energies, in kJ/mol, with the most stable structure set to zero: #A 0.0; #B 114.5.



#A
A cluster of 2 separate species, C2H2F2S2 in total, computed with ωB97M-V/def2-TZVPD.

Each line ends with the natural charge from an NBO analysis.
Cartesian coordinates (Å):
C  -1.91345  -0.64440  -0.36898  0.185
C  0.19254  -0.69821  0.63420  0.111
F  -2.10315  -1.92873  -0.19001  -0.342
F  0.79107  0.45840  0.60698  -0.338
S  -3.08364  0.29551  0.45138  0.014
S  1.25213  -1.95849  0.32177  0.071
H  -2.72775  1.63817  -0.09263  0.177
H  2.44824  -1.38678  0.09722  0.122

Computed properties:
2S+1 = 3



#B
A cluster of 2 separate species, C2H2F2S2 in total, computed with ωB97M-V/def2-TZVPD.

Each line ends with the natural charge from an NBO analysis.
Cartesian coordinates (Å):
C  -1.79990  -1.77958  1.26763  -0.048
C  1.11492  1.41052  -1.91253  -0.044
F  -2.04749  -2.74962  0.39905  -0.311
F  1.40771  0.89972  -0.71993  -0.312
S  0.02269  0.76880  -2.88316  0.167
S  -1.84897  -0.22638  0.88758  0.182
H  -1.56325  -2.18619  2.24828  0.183
H  1.71209  2.29826  -2.11440  0.182

Computed properties:
2S+1 = 3



Relative energies, in kJ/mol, with the most stable structure set to zero: #A 104.1; #B 0.0.



#A
A cluster of 2 separate species, C2H3NO2 in total, computed with ωB97M-V/def2-TZVPD.

Each line ends with the natural charge from an NBO analysis.
Cartesian coordinates (Å):
C  1.34328  -0.14492  0.18804  0.176
C  0.02939  0.35849  0.24886  0.313
N  2.41814  -0.44467  0.02889  -0.206
O  -1.01510  -1.43170  -0.24680  -0.852
O  -0.58775  1.27791  -0.51123  -0.591
H  -0.37327  0.31727  1.30468  0.224
H  -0.71476  -1.71567  -1.07701  0.440
H  -1.09993  1.78328  0.06458  0.497



#B
The molecule C2H3NO2, computed with ωB97M-V/def2-TZVPD.

Each line ends with the natural charge from an NBO analysis.
Cartesian coordinates (Å):
C  1.09451  -0.00919  -0.00598  -0.711
C  -0.37170  0.14550  -0.17149  0.449
N  -1.28937  1.02513  -0.14721  -0.147
O  -2.30367  0.13201  -0.01928  -0.093
O  -1.50372  -1.04320  0.09238  -0.272
H  1.31562  -0.81896  0.63866  0.258
H  1.52067  -0.36351  -0.92900  0.249
H  1.53766  0.93221  0.54193  0.266

Computed properties:
SMILES string = Cc1noo1



Relative energies, in kJ/mol, with the most stable structure set to zero: #A 0.0; #B 200.6.



#A
The molecule C2H3NO2, computed with ωB97M-V/def2-TZVPD.

Each line ends with the natural charge from an NBO analysis.
Cartesian coordinates (Å):
O  -0.99202  -0.39776  1.44920  -0.467
C  -1.13873  -0.41316  0.24345  0.342
C  -0.10274  -0.06585  -0.74113  -0.121
N  1.08565  0.34763  -0.54574  -0.041
O  1.31786  0.60950  0.78114  -0.518
H  -2.09585  -0.78538  -0.16728  0.122
H  -0.29947  -0.25572  -1.80800  0.203
H  2.22530  0.96075  0.78837  0.479

Computed properties:
SMILES string = O=C/C=N\O



#B
A structure of composition C2H3NO2, computed with ωB97M-V/def2-TZVPD.

Each line ends with the natural charge from an NBO analysis.
Cartesian coordinates (Å):
O  -2.28273  0.77078  -0.26516  -0.494
C  -1.20184  0.46212  -0.57357  0.470
N  -0.09789  -0.00876  0.76230  -0.735
C  1.02571  -0.31656  0.17210  0.506
O  1.10230  -0.24265  -1.10153  -0.663
H  -0.03466  0.14511  -1.28275  0.367
H  -0.16322  -0.06185  1.77022  0.395
H  1.91997  -0.63868  0.72360  0.154



#C
The molecule C2H3NO2, computed with ωB97M-V/def2-TZVPD.

Each line ends with the natural charge from an NBO analysis.
Cartesian coordinates (Å):
N  0.26689  0.00497  -1.25509  -0.828
C  0.53361  -0.13315  0.07151  0.540
O  1.58457  -0.48501  0.58992  -0.538
C  -0.66668  -0.20792  1.12095  0.350
O  -0.43608  -0.12986  2.31816  -0.438
H  0.90595  0.28947  -2.05702  0.423
H  -0.55588  0.75904  -1.42780  0.380
H  -1.63239  -0.09754  0.63938  0.112

Computed properties:
SMILES string = NC(=O)C=O



Relative energies, in kJ/mol, with the most stable structure set to zero: #A 125.0; #B 52.4; #C 0.0.